Record 1
Entry from the OMol25 dataset: 12 unconnected molecules or ions with the total composition C8H40N16O12 in a non-equilibrium geometry (ωB97M-V/def2-TZVPD).

Each line ends with the Mulliken charge.
Element x y z (Å)
H -0.842 -1.333 2.309  0.29
O -0.332 1.799 2.565  -0.65
O 2.031 2.211 -2.979  -0.63
N -0.139 -1.906 -3.112  -0.33
C -1.398 -3.506 1.080  0.61
C 1.774 2.813 -1.950  0.45
H -2.175 0.481 -3.560  0.18
H 2.406 2.122 1.332  0.20
N 2.642 -0.939 -3.154  -0.33
H 2.403 -2.849 4.069  0.20
N 4.188 -0.470 1.332  -0.24
O 2.075 -0.809 -0.990  -0.37
C -2.254 4.146 1.751  0.60
H -0.378 -0.175 0.434  -0.60
H -0.470 -5.072 2.065  0.24
H -3.537 -1.293 -1.273  0.26
C 2.924 -0.589 -1.873  0.36
O 3.217 -4.360 2.354  -0.73
H -1.050 -3.376 -0.971  0.21
H 5.090 -0.745 1.675  0.17
O -2.415 3.656 2.872  -0.77
H -3.638 2.516 -3.019  0.29
H 4.446 0.108 -0.675  0.20
H -1.249 5.828 2.333  0.23
N -4.004 -1.550 -0.417  -0.47
H -0.021 -1.845 -2.111  0.02
O 3.897 0.956 3.079  -0.70
O -3.614 0.523 0.403  -0.71
N 4.165 -0.109 -1.620  -0.29
N 0.835 2.349 -1.063  -0.05
O -0.954 0.190 -0.263  2.19
C -4.158 -0.582 0.521  0.57
H 0.408 1.477 -1.328  -0.17
N -4.909 -0.861 1.609  -0.46
N -1.649 -0.208 -3.053  -0.09
N 2.292 4.041 -1.621  -0.42
H -1.111 2.343 2.806  0.29
H -4.513 -2.407 -0.300  0.18
N -1.603 5.320 1.544  -0.41
N -1.477 -2.967 -0.162  -0.06
H 3.795 -0.897 0.516  0.19
H -1.400 5.597 0.602  0.18
C -1.155 -1.266 -3.785  0.38
H 0.213 -2.707 -3.615  0.31
N -2.895 3.617 0.665  -0.22
H 1.427 -1.819 3.033  0.20
H -3.084 2.631 0.786  0.15
H -5.197 -1.797 1.830  0.17
H -4.960 -0.165 2.330  0.24
H 1.791 -2.034 0.897  -0.33
H -1.226 0.104 -2.192  -0.07
H 1.769 -1.439 -3.243  0.21
N -0.623 -4.641 1.173  -0.38
H -3.177 1.857 -1.718  0.30
H -0.220 0.086 2.411  0.22
H 4.757 0.084 -2.406  0.18
N 2.118 -2.983 0.897  0.14
H 2.979 4.394 -2.265  0.25
C 2.499 -3.382 2.161  0.41
H 0.771 2.753 -0.150  0.09
O -1.499 -1.522 -4.922  -0.69
O -1.954 -3.036 2.068  -0.76
H -0.024 -4.890 0.408  0.14
H 2.312 -3.547 0.098  0.17
H 2.126 0.592 0.504  -0.05
O -2.948 2.553 -2.349  -0.67
H 1.780 4.724 -1.095  0.16
H -1.735 0.527 0.193  -0.27
H 0.359 2.436 2.364  0.18
H -2.163 -2.219 -0.217  -0.13
N 2.104 -2.561 3.156  -0.12
C 3.555 0.566 1.974  0.40
H -2.806 3.960 -0.277  0.24
N 2.535 1.134 1.255  0.04
O -0.013 -0.851 2.179  -0.66
H 3.284 -0.783 -3.907  0.15

**SMILES**: NC(N)=O.NC(N)=O.NC(N)=O.NC(N)=O.NC(N)=O.NC(N)=O.NC(N)=O.NC(N)=O.O.O.O.O
**Orbital gap**: 9.127 eV
**Relative energy (zero: lowest compared OMol25 entry of this formula, charge and spin)**: 1.7 kcal/mol
**Calculated total energy**: -57366.603 eV

---

Record 2
Entry from the OMol25 dataset: 17 unconnected molecules or ions with the total composition C8H46NO19P2S in a non-equilibrium geometry (ωB97M-V/def2-TZVPD).

Each line ends with the Mulliken charge.
Element x y z (Å)
H 0.620 6.108 -3.309  0.33
H -7.180 -2.647 -3.977  0.31
O 0.117 3.886 -0.753  -0.53
H 0.087 5.391 5.008  0.32
N 1.062 -3.232 0.451  -0.01
H 9.987 -1.080 1.644  0.30
O 2.475 7.085 3.735  -0.61
O 10.213 -0.559 0.859  -0.61
H -1.520 1.558 -0.681  -0.15
O 4.880 0.017 -1.005  -0.64
O -3.780 -3.790 0.989  -0.66
O -0.087 7.881 2.103  -0.60
C -1.462 -2.170 0.046  -0.37
H -1.469 6.998 0.219  0.35
H -3.644 -4.675 1.361  0.30
H 4.241 -8.055 -2.010  0.32
H -0.312 7.360 2.888  0.30
P 0.895 2.758 0.378  0.82
H 5.645 -0.205 -1.556  0.30
O 2.074 3.446 1.182  -0.62
H 2.821 -7.495 -2.048  0.36
H 1.621 7.034 4.191  0.32
O -1.938 6.651 -0.554  -0.65
H -8.240 -0.980 -2.134  0.32
H -8.655 -4.784 -2.804  0.34
O -7.927 -1.385 -1.312  -0.62
H -7.000 -2.772 -2.466  0.35
H -3.365 0.390 1.040  0.41
H 2.900 -1.858 0.073  0.41
H 0.768 3.911 -1.541  0.43
H 3.999 -6.055 -0.493  0.30
C -4.313 1.581 -0.738  -0.47
O 6.299 -1.709 2.229  -0.62
P 1.601 1.087 -0.899  0.08
H -0.219 1.328 1.830  0.34
H -4.483 1.426 -1.888  0.35
O -0.008 -6.443 -1.478  -0.63
H 3.181 -5.184 -1.443  0.34
H -5.827 0.326 1.071  0.16
H 3.032 0.987 -0.577  0.09
C -3.374 0.339 -0.130  -0.83
H 0.131 6.592 5.950  0.33
O 3.675 -7.444 -2.504  -0.67
H 7.188 -1.035 0.259  0.31
O -0.339 6.245 5.177  -0.66
H 0.880 7.948 2.136  0.33
H 5.256 0.542 -0.283  0.33
H 3.041 6.474 4.230  0.28
H -0.321 -6.038 -2.301  0.34
H 0.267 -5.689 -0.936  0.29
H 5.409 -1.979 1.956  0.29
H -2.072 0.327 -2.002  0.35
O -0.318 2.279 1.532  -0.48
C 0.810 -0.571 -0.370  0.09
H -2.631 -2.389 0.082  0.21
C 1.730 -1.895 0.073  -0.42
C -0.825 -0.707 -0.388  0.42
H 1.679 -4.053 0.710  0.33
H 8.380 -0.447 -0.493  0.31
H 6.171 -1.347 3.119  0.33
H -0.946 -4.450 0.728  0.42
H -3.878 -0.656 -0.528  0.33
O 1.159 5.662 -2.638  -0.67
O -6.641 -3.093 -3.307  -0.64
O 7.413 -0.513 -0.525  -0.62
O 3.201 -5.507 -0.529  -0.63
H -9.045 -4.038 -1.530  0.30
C -1.895 0.459 -0.829  0.18
O -9.421 -4.562 -2.253  -0.63
H -4.397 -3.936 0.257  0.33
H -3.810 2.633 -0.606  0.36
H -1.512 5.798 -0.723  0.28
C -0.442 -3.418 0.458  -0.55
H 0.800 5.983 -1.797  0.33
H -7.652 -0.631 -0.769  0.27
H 11.179 -0.492 0.892  0.30
S -5.940 1.478 0.252  -0.31

**Orbital gap**: 6.861 eV
**Charge**: +1
**Calculated total energy**: -78834.563 eV

---

Record 3
Entry from the OMol25 dataset: a molecular structure, C8H4BrIO2 in a non-equilibrium geometry (ωB97M-V/def2-TZVPD).

Each line ends with the Mulliken charge.
Element x y z (Å)
H -0.466 0.974 -2.236  0.48
C 1.210 -0.260 1.046  -0.44
I 4.597 -1.296 -0.220  0.25
H -0.739 -0.611 1.650  0.47
C -0.709 0.145 -0.332  -0.39
C 1.950 0.221 -0.014  0.42
C -0.173 -0.281 0.852  -0.52
O 2.154 1.640 -3.339  -0.61
O 3.637 1.172 -1.715  -0.44
C 2.443 1.240 -2.244  0.54
C 0.093 0.574 -1.432  -0.42
C 1.435 0.643 -1.242  -0.12
H 1.772 -0.544 2.052  0.26
C 3.439 0.418 0.031  0.15
H -1.823 0.164 -0.515  0.31
Br 4.155 1.730 1.123  0.03

**Orbital gap**: 9.458 eV
**Relative energy (zero: lowest compared OMol25 entry of this formula, charge and spin)**: 39.9 kcal/mol
**Calculated total energy**: -90597.271 eV

---

Record 4
Entry from the OMol25 dataset: a gas-phase ion, C8H4ClF3NO2 (charge -1) in a non-equilibrium geometry (ωB97M-V/def2-TZVPD).

Each line ends with the Mulliken charge.
Element x y z (Å)
F -1.491 -2.504 -1.048  -0.25
H 2.240 0.942 0.371  0.24
C 0.667 2.095 -0.723  -0.71
H 1.208 2.903 -0.890  0.52
O 2.874 -1.816 2.415  -0.59
C 0.466 -0.213 0.038  0.66
C -1.441 0.983 -0.986  -0.54
C -1.805 -1.378 -0.273  0.69
Cl 0.830 -2.810 0.646  -0.16
H -2.478 0.833 -1.307  0.40
O 1.995 0.276 2.480  -0.64
C -0.921 -0.217 -0.442  0.19
N 1.328 -1.190 0.657  -0.30
F -3.058 -1.038 -0.727  -0.31
H -1.134 2.910 -1.893  0.23
F -2.051 -1.948 0.943  -0.25
C 2.224 -0.870 2.085  0.59
C 1.194 0.989 -0.072  -0.29
C -0.648 2.051 -1.274  -0.46

**SMILES**: O=C([O-])N(Cl)c1ccccc1C(F)(F)F
**Orbital gap**: 7.851 eV
**Relative energy (zero: lowest compared OMol25 entry of this formula, charge and spin)**: 0.0 kcal/mol
**Charge**: -1
**Calculated total energy**: -34621.556 eV

---

Record 5
Entry from the OMol25 dataset: a single C8H4ClNO4S3 molecule in a non-equilibrium geometry (ωB97M-V/def2-TZVPD).

Each line ends with the Mulliken charge.
Element x y z (Å)
C 2.325 -2.289 1.168  0.31
O -3.349 1.843 -0.550  -0.44
C 1.083 0.197 -1.676  -0.67
C -0.067 0.909 -2.049  0.26
S 3.256 -3.658 1.288  -0.27
H -4.063 2.383 -0.886  0.35
H -1.631 0.861 0.988  0.48
N 1.126 -2.258 1.823  -0.28
C -2.303 1.944 -1.428  0.48
O -0.914 -0.941 2.744  -0.68
C -1.089 1.170 -1.088  0.02
S 2.816 -1.033 0.014  -0.10
O -2.368 2.627 -2.438  -0.55
C -0.860 0.721 0.230  -0.71
H 0.966 -2.921 2.582  0.32
Cl -0.162 1.346 -3.730  -0.15
S 0.427 -0.748 2.171  1.27
O 1.320 -0.024 3.035  -0.60
C 1.294 -0.232 -0.381  0.37
H 1.887 0.078 -2.383  0.42
C 0.307 0.026 0.567  0.16

**SMILES**: O=C(O)c1cc2c(cc1Cl)SC(=S)NS2(=O)=O
**Orbital gap**: 8.247 eV
**Relative energy (zero: lowest compared OMol25 entry of this formula, charge and spin)**: 0.0 kcal/mol
**Calculated total energy**: -63068.392 eV

---

Record 6
Entry from the OMol25 dataset: a molecular structure, C8H4F6LiN3O4S2 in a non-equilibrium geometry (ωB97M-V/def2-TZVPD).

Each line ends with the Mulliken charge.
Element x y z (Å)
F 4.748 0.212 -2.269  -0.20
F 0.165 -0.018 3.826  -0.21
C -2.271 0.707 -0.165  -0.10
F 4.273 1.769 -0.857  -0.21
C -4.529 0.967 0.713  0.00
H -1.886 1.323 0.635  0.58
O 2.194 -1.924 2.584  -0.60
F 5.506 0.105 -0.254  -0.20
N -1.388 0.243 -1.037  -0.55
C 0.992 0.445 2.895  0.74
C -3.640 0.444 -0.258  0.27
Li 0.494 0.024 -0.305  1.14
H -5.168 -0.505 -1.443  0.49
F 1.925 1.171 3.490  -0.22
C 4.461 0.458 -0.992  0.58
S 2.899 -0.444 -0.495  1.16
C -3.181 -0.809 -2.227  -0.68
O 0.527 -1.176 0.947  -0.75
F 0.278 1.272 2.104  -0.24
C -1.836 -0.509 -2.041  -0.25
S 1.684 -0.887 1.771  0.97
N -5.245 1.384 1.502  -0.45
N 2.718 0.008 1.000  -0.43
C -4.111 -0.317 -1.329  -0.23
O 3.087 -1.836 -0.681  -0.59
O 1.885 0.170 -1.327  -0.86
H -1.076 -0.872 -2.721  0.45
H -3.502 -1.406 -3.066  0.40

**Orbital gap**: 10.102 eV
**Relative energy (zero: lowest compared OMol25 entry of this formula, charge and spin)**: 11.2 kcal/mol
**Calculated total energy**: -59201.929 eV

---

Record 7
Entry from the OMol25 dataset: 2 unconnected molecules or ions with the total composition C8H5BrClO2 in a non-equilibrium geometry (ωB97M-V/def2-TZVPD).

Each line ends with the Mulliken charge.
Element x y z (Å)
C -0.181 -0.049 -1.239  -0.55
H 1.862 1.897 1.449  0.29
H 1.555 -0.558 1.547  0.34
C 1.153 0.030 0.791  -0.50
C 0.713 1.993 -0.417  -0.67
O -1.791 -0.249 2.150  -0.38
Br 1.254 -3.209 1.093  -0.35
C 0.386 -0.724 -0.116  0.33
H -0.586 -0.627 -2.134  0.20
H -0.537 1.727 -2.127  0.31
H 0.870 2.968 -0.586  0.50
C 1.304 1.383 0.643  -0.47
C 0.056 1.253 -1.369  -0.40
Cl -0.721 -2.950 -1.194  -0.28
C -2.257 -0.408 1.117  0.84
C -0.170 -2.009 0.243  0.22
O -2.912 -0.470 0.148  -0.44

**Orbital gap**: 6.393 eV
**Charge**: -1
**Calculated total energy**: -95037.590 eV